[1]
ORCA calculation (wB97M-V/def2-TZVPD) on a cluster of 3 separate species, C46H55N4O10P2S in total in a non-equilibrium geometry.

Values from the calculation:
**Total charge**: +1
**E_HOMO**: -10.742 eV
**Orbital gap**: 0.2538 Ha
**Energy relative to the best compared isomer or geometry (same formula, charge and spin)**: 1.286 eV
**Maximum force**: 0.0499 hartree/bohr

Geometry (Å):
C (2.82, -0.77, 1.35)
C (2.15, -1.92, 0.62)
O (0.98, -1.44, -0.12)
C (0.01, -2.40, 0.00)
O (0.03, -3.44, -0.65)
C (-1.10, -2.16, 1.01)
C (-0.96, -0.89, 1.86)
C (-1.95, 0.24, 1.49)
C (-3.18, 0.25, 2.36)
N (-3.42, 1.39, 3.33)
P (-2.17, 2.14, 4.33)
N (-1.08, 0.86, 4.60)
O (-1.43, 2.97, 3.15)
C (-4.57, 1.04, 3.91)
N (-4.95, 1.22, 5.21)
N (-5.34, 0.38, 3.04)
C (-4.62, 0.27, 1.74)
C (-4.74, 1.54, 0.84)
C (-5.89, 2.49, 1.20)
C (-7.27, 1.91, 0.91)
C (-8.42, 2.69, 1.56)
C (-9.06, 1.94, 2.74)
C (-10.30, 1.12, 2.38)
C (-10.04, -0.38, 2.16)
C (-9.15, -1.01, 3.21)
O (-9.37, -2.40, 3.32)
C (-8.21, -3.18, 3.39)
P (-5.03, -1.28, 0.85)
O (-4.59, -2.43, 1.85)
O (-6.62, -1.40, 0.73)
S (-4.22, -1.40, -0.89)
H (3.00, 0.04, 0.66)
H (2.16, -0.42, 2.13)
H (3.75, -1.13, 1.78)
H (1.78, -2.61, 1.38)
H (2.82, -2.47, -0.02)
H (-1.02, -3.02, 1.68)
H (-2.06, -2.24, 0.52)
H (-1.15, -1.18, 2.89)
H (0.05, -0.50, 1.84)
H (-2.25, 0.14, 0.45)
H (-1.42, 1.19, 1.56)
H (-3.24, -0.65, 2.98)
H (-1.48, 0.08, 5.10)
H (-0.23, 1.17, 5.04)
H (-0.64, 3.40, 3.51)
H (-5.32, 2.09, 5.55)
H (-4.93, 0.42, 5.82)
H (-6.31, 0.67, 3.01)
H (-4.90, 1.21, -0.18)
H (-3.83, 2.12, 0.83)
H (-5.79, 3.43, 0.66)
H (-5.83, 2.72, 2.26)
H (-7.44, 1.77, -0.15)
H (-7.30, 0.90, 1.33)
H (-8.01, 3.62, 1.97)
H (-9.16, 3.01, 0.83)
H (-8.29, 1.35, 3.23)
H (-9.36, 2.69, 3.46)
H (-11.11, 1.25, 3.09)
H (-10.68, 1.51, 1.43)
H (-11.00, -0.89, 2.22)
H (-9.68, -0.58, 1.15)
H (-8.11, -0.85, 2.92)
H (-9.27, -0.52, 4.19)
H (-8.44, -4.08, 3.95)
H (-7.85, -3.48, 2.41)
H (-7.40, -2.68, 3.93)
H (-5.33, -2.79, 2.35)
H (-6.88, -0.74, 0.07)
C (6.61, 3.60, 4.42)
C (7.87, 4.21, 4.40)
C (8.66, 4.12, 3.27)
C (8.22, 3.42, 2.16)
C (6.97, 2.80, 2.18)
C (6.16, 2.90, 3.31)
C (6.48, 2.01, 1.01)
O (5.40, 1.47, 1.03)
C (7.38, 1.89, -0.17)
C (6.97, 1.11, -1.24)
C (7.78, 0.99, -2.36)
C (9.00, 1.66, -2.41)
C (9.41, 2.44, -1.34)
C (8.61, 2.55, -0.21)
C (9.08, 3.36, 0.95)
O (10.14, 3.94, 0.91)
H (5.99, 3.68, 5.30)
H (8.22, 4.75, 5.27)
H (9.63, 4.59, 3.25)
H (5.19, 2.43, 3.32)
H (6.02, 0.59, -1.20)
H (7.46, 0.38, -3.19)
H (9.63, 1.58, -3.28)
H (10.36, 2.96, -1.37)
C (7.73, -1.49, -9.80)
C (7.49, -2.79, -10.23)
C (6.59, -3.59, -9.55)
C (5.93, -3.10, -8.44)
C (6.19, -1.80, -7.99)
C (7.08, -1.00, -8.69)
C (5.53, -1.27, -6.77)
O (5.74, -0.14, -6.38)
C (4.60, -2.17, -6.02)
C (4.01, -1.71, -4.85)
C (3.13, -2.52, -4.15)
C (2.83, -3.79, -4.63)
C (3.41, -4.25, -5.80)
C (4.31, -3.45, -6.49)
C (4.95, -3.97, -7.73)
O (4.69, -5.08, -8.14)
H (8.43, -0.86, -10.34)
H (8.01, -3.18, -11.10)
H (6.40, -4.60, -9.89)
H (7.27, 0.01, -8.34)
H (4.25, -0.72, -4.48)
H (2.68, -2.17, -3.23)
H (2.14, -4.42, -4.09)
H (3.19, -5.24, -6.17)

[2]
ORCA calculation (wB97M-V/def2-TZVPD) on a structure of composition C42H31BrGeN6O4Tc.

Values from the calculation:
**Total charge**: +3
**E_HOMO**: -16.513 eV
**Orbital gap**: 0.2525 Ha
**Energy relative to the best compared isomer or geometry (same formula, charge and spin)**: 0.000 eV
**Maximum force**: 0.0026 hartree/bohr

Geometry (Å):
Tc (0.28, -1.30, 1.07)
O (-1.44, -1.75, 2.11)
N (-1.89, -0.85, 2.94)
N (-1.05, 0.01, 3.21)
O (0.18, -0.12, 2.67)
C (-1.26, 1.09, 4.14)
C (-0.61, 2.29, 3.90)
C (-0.83, 3.33, 4.78)
C (-1.69, 3.16, 5.86)
C (-2.34, 1.94, 6.07)
C (-2.12, 0.88, 5.21)
H (0.04, 2.41, 3.04)
H (-0.34, 4.28, 4.63)
H (-1.86, 3.98, 6.55)
H (-3.00, 1.82, 6.92)
H (-2.60, -0.07, 5.36)
O (4.81, -0.25, -4.35)
N (5.44, -0.34, -3.32)
O (6.63, -0.28, -3.19)
C (4.64, -0.47, -2.08)
C (5.14, 0.08, -0.96)
C (4.37, 0.08, 0.25)
C (4.85, 0.62, 1.45)
C (4.04, 0.56, 2.56)
C (2.76, 0.03, 2.46)
N (2.27, -0.46, 1.31)
C (3.09, -0.47, 0.23)
C (2.61, -1.13, -0.93)
N (1.42, -1.77, -0.80)
C (0.94, -2.42, -1.86)
C (1.64, -2.50, -3.06)
C (2.85, -1.87, -3.21)
C (3.36, -1.15, -2.11)
H (6.13, 0.53, -0.98)
H (5.84, 1.05, 1.50)
H (4.37, 0.94, 3.52)
H (2.11, 0.01, 3.32)
H (-0.01, -2.90, -1.77)
H (1.21, -3.07, -3.88)
H (3.39, -1.92, -4.14)
Br (1.70, -3.87, 2.00)
C (0.15, -4.26, 1.00)
C (-0.30, -5.55, 0.85)
C (-1.49, -5.74, 0.15)
C (-2.18, -4.64, -0.34)
C (-1.67, -3.38, -0.14)
N (-0.49, -3.20, 0.50)
H (0.25, -6.38, 1.27)
H (-1.88, -6.74, 0.02)
H (-3.12, -4.75, -0.87)
H (-2.17, -2.48, -0.50)
C (-0.49, -0.25, 0.05)
Ge (-1.37, 1.11, -1.31)
C (-2.07, 2.32, 0.00)
C (-2.99, 1.87, 0.95)
C (-3.52, 2.76, 1.88)
C (-3.13, 4.09, 1.86)
C (-2.21, 4.54, 0.93)
C (-1.67, 3.66, 0.00)
C (-2.58, -0.10, -2.19)
C (-3.95, -0.03, -1.93)
C (-4.82, -0.92, -2.54)
C (-4.33, -1.89, -3.41)
C (-2.97, -1.96, -3.68)
C (-2.10, -1.07, -3.07)
C (0.30, 1.55, -2.15)
C (1.31, 2.11, -1.37)
C (2.53, 2.46, -1.93)
C (2.75, 2.24, -3.29)
C (1.75, 1.68, -4.08)
C (0.53, 1.34, -3.51)
H (-3.32, 0.84, 0.95)
H (-4.25, 2.41, 2.60)
H (-3.56, 4.79, 2.57)
H (-1.92, 5.59, 0.91)
H (-0.97, 4.03, -0.74)
H (-4.34, 0.74, -1.27)
H (-5.88, -0.85, -2.35)
H (-5.02, -2.57, -3.89)
H (-2.60, -2.69, -4.39)
H (-1.04, -1.11, -3.32)
H (1.14, 2.31, -0.31)
H (3.29, 2.93, -1.33)
H (3.69, 2.53, -3.74)
H (1.92, 1.53, -5.14)
H (-0.25, 0.94, -4.15)

[3]
ORCA calculation (wB97M-V/def2-TZVPD) on a structure of composition C24H52BCsO12S6 in a non-equilibrium geometry.

Values from the calculation:
**E_HOMO**: -8.321 eV
**Orbital gap**: 0.2337 Ha
**Energy relative to the best compared isomer or geometry (same formula, charge and spin)**: 1.635 eV
**Maximum force**: 0.0933 hartree/bohr

Geometry (Å):
Cs (2.53, 4.33, -4.35)
B (0.38, 1.93, -1.18)
H (0.02, 2.13, -2.18)
H (-0.45, 1.71, -0.53)
H (1.14, 1.17, -1.18)
H (0.76, 2.87, -0.80)
C (-1.98, -3.25, 1.25)
C (-2.39, -3.84, 2.71)
C (-3.64, -4.54, 2.35)
S (-3.43, -5.50, 0.71)
O (-4.48, -5.07, -0.27)
O (-3.18, -6.94, 0.94)
C (-1.85, -4.58, 0.40)
H (-1.14, -2.56, 1.21)
H (-2.83, -2.75, 0.78)
H (-2.66, -3.06, 3.42)
H (-1.56, -4.48, 3.00)
H (-4.37, -3.74, 2.23)
H (-4.16, -5.21, 3.04)
H (-1.81, -4.57, -0.69)
H (-1.06, -5.22, 0.81)
C (-5.74, 2.53, -2.22)
C (-6.63, 3.67, -1.75)
C (-6.43, 3.83, -0.19)
S (-6.51, 2.12, 0.47)
O (-7.93, 1.65, 0.55)
O (-5.63, 2.03, 1.62)
C (-5.63, 1.48, -1.07)
H (-4.73, 2.89, -2.42)
H (-6.06, 2.08, -3.15)
H (-7.66, 3.76, -2.07)
H (-6.18, 4.59, -2.13)
H (-7.27, 4.30, 0.33)
H (-5.42, 4.19, 0.02)
H (-6.06, 0.49, -1.27)
H (-4.59, 1.46, -0.76)
C (-2.30, -1.87, -5.73)
C (-1.60, -0.95, -6.76)
C (-0.76, -1.82, -7.63)
S (-1.76, -3.36, -7.92)
O (-1.00, -4.48, -7.36)
O (-2.45, -3.43, -9.24)
C (-2.97, -2.90, -6.64)
H (-2.95, -1.25, -5.12)
H (-1.67, -2.39, -5.00)
H (-1.10, -0.08, -6.33)
H (-2.48, -0.45, -7.18)
H (0.26, -2.00, -7.30)
H (-0.43, -1.44, -8.60)
H (-3.33, -3.83, -6.20)
H (-3.83, -2.44, -7.14)
C (4.98, -2.12, -1.65)
C (3.97, -3.04, -2.47)
C (4.76, -3.75, -3.56)
S (6.56, -3.80, -3.05)
O (7.31, -2.87, -3.82)
O (7.05, -5.17, -2.82)
C (6.25, -2.93, -1.45)
H (4.52, -1.77, -0.73)
H (5.15, -1.22, -2.23)
H (3.09, -2.49, -2.79)
H (3.62, -3.80, -1.77)
H (4.83, -3.23, -4.51)
H (4.38, -4.73, -3.83)
H (7.21, -2.45, -1.27)
H (6.06, -3.81, -0.83)
C (-1.13, 3.06, 6.02)
C (-0.27, 3.45, 7.17)
C (-0.63, 4.90, 7.42)
S (-0.89, 5.84, 5.83)
O (0.25, 6.67, 5.38)
O (-2.22, 6.43, 5.95)
C (-0.96, 4.16, 4.93)
H (-2.16, 3.15, 6.36)
H (-1.05, 2.06, 5.59)
H (0.81, 3.39, 7.02)
H (-0.45, 2.73, 7.97)
H (0.01, 5.40, 8.14)
H (-1.63, 4.73, 7.83)
H (-0.06, 3.98, 4.34)
H (-1.75, 4.28, 4.19)
C (6.47, 2.77, 2.61)
C (4.99, 2.34, 2.68)
C (4.73, 1.38, 3.87)
S (6.39, 0.58, 4.26)
O (6.38, -0.85, 3.85)
O (6.71, 1.09, 5.60)
C (7.28, 1.50, 2.88)
H (6.66, 3.44, 3.45)
H (6.64, 3.34, 1.70)
H (4.81, 1.88, 1.71)
H (4.35, 3.21, 2.81)
H (3.96, 0.60, 3.87)
H (4.49, 2.02, 4.71)
H (7.17, 0.81, 2.05)
H (8.32, 1.63, 3.17)

[4]
ORCA calculation (wB97M-V/def2-TZVPD) on a cluster of 3 separate species, C22H37F13O8S2 in total in a non-equilibrium geometry.

Values from the calculation:
**E_HOMO**: -10.203 eV
**SMILES**: CCOCC[C@@]1(CC=O)OS(=O)(=O)O[C@@]1(CCC(F)(F)C(F)(F)C(F)(F)C(F)(F)S(F)(F)(F)(F)F)CC(C)C.CCO.CCO
**Orbital gap**: 0.2734 Ha
**Maximum force**: 0.1514 hartree/bohr

Geometry (Å):
C (-1.12, 0.14, 3.62)
C (-1.15, 1.36, 2.48)
O (-0.07, 1.26, 1.49)
C (-0.51, 1.74, 0.15)
C (0.79, 1.60, -0.85)
C (1.01, 0.12, -1.51)
C (-0.11, -0.25, -2.69)
C (0.07, 0.72, -4.04)
O (-0.41, 1.96, -4.15)
O (2.21, 0.38, -2.38)
S (2.81, -1.16, -2.93)
O (2.33, -1.68, -4.30)
O (4.37, -0.94, -2.89)
O (2.21, -2.00, -1.53)
C (1.51, -1.14, -0.52)
C (0.11, -1.67, 0.15)
C (-0.28, -3.23, -0.15)
C (-1.89, -3.42, -0.54)
F (-2.13, -2.55, -1.70)
F (-1.98, -4.84, -1.05)
C (-2.91, -3.29, 0.71)
F (-2.09, -3.07, 1.93)
F (-3.55, -4.65, 0.91)
C (-4.13, -2.16, 0.52)
F (-3.41, -0.88, 0.33)
F (-4.87, -2.63, -0.71)
C (-5.24, -2.18, 1.72)
F (-6.15, -3.35, 1.41)
F (-4.70, -2.47, 3.08)
S (-6.34, -0.69, 1.88)
F (-6.26, -0.25, 0.24)
F (-7.72, -1.69, 1.53)
F (-6.56, -1.09, 3.57)
F (-5.08, 0.36, 2.38)
F (-7.44, 0.61, 2.12)
C (2.76, -0.65, 0.41)
C (3.16, -1.65, 1.64)
C (2.38, -1.29, 3.08)
C (3.04, -3.26, 1.32)
H (-2.12, 0.19, 4.25)
H (-1.02, -0.92, 3.14)
H (-0.22, 0.27, 4.38)
H (-2.21, 1.33, 1.95)
H (-0.99, 2.38, 3.08)
H (-1.44, 1.08, -0.20)
H (-0.93, 2.84, 0.22)
H (1.72, 2.03, -0.28)
H (0.59, 2.35, -1.76)
H (-0.13, -1.39, -2.96)
H (-1.16, 0.03, -2.22)
H (0.69, 0.31, -4.98)
H (0.23, -1.57, 1.33)
H (-0.84, -1.02, -0.12)
H (0.30, -3.71, -1.07)
H (0.03, -3.91, 0.78)
H (2.62, 0.43, 0.89)
H (3.74, -0.55, -0.26)
H (4.31, -1.45, 1.88)
H (3.12, -1.48, 3.96)
H (1.47, -2.05, 3.16)
H (2.01, -0.17, 3.04)
H (1.99, -3.65, 1.69)
H (3.32, -3.57, 0.23)
H (3.84, -3.79, 2.02)
C (-2.43, 5.43, -4.00)
C (-1.41, 5.41, -2.88)
O (-1.75, 4.42, -1.92)
H (-3.43, 5.63, -3.60)
H (-2.18, 6.19, -4.74)
H (-2.47, 4.45, -4.50)
H (-1.38, 6.38, -2.37)
H (-0.41, 5.20, -3.26)
H (-1.76, 3.56, -2.38)
C (6.88, 2.03, -0.26)
C (5.53, 2.10, 0.42)
O (5.35, 0.97, 1.26)
H (6.97, 1.12, -0.85)
H (7.03, 2.90, -0.91)
H (7.68, 2.01, 0.48)
H (4.72, 2.09, -0.32)
H (5.43, 3.00, 1.03)
H (6.07, 0.98, 1.93)

[5]
ORCA calculation (wB97M-V/def2-TZVPD) on the molecule C2H6N4O in a non-equilibrium geometry.

Values from the calculation:
**E_HOMO**: -8.492 eV
**SMILES**: N/N=C\O/C=N\N
**Orbital gap**: 0.3455 Ha
**Energy relative to the best compared isomer or geometry (same formula, charge and spin)**: 4.710 eV
**Maximum force**: 0.1153 hartree/bohr

Geometry (Å):
N (1.63, -0.20, -1.23)
N (2.11, 0.47, -0.26)
C (1.29, 0.77, 0.62)
O (-0.13, 0.49, 0.36)
C (-0.41, -0.84, 0.78)
N (-1.70, -1.06, 0.64)
N (-2.38, 0.09, 0.19)
H (2.21, -0.36, -2.02)
H (0.73, 0.20, -1.55)
H (1.43, 1.19, 1.64)
H (0.33, -1.47, 1.32)
H (-3.19, -0.19, -0.24)
H (-1.92, 0.89, -0.25)

[6]
ORCA calculation (wB97M-V/def2-TZVPD) on a cluster of 2 separate species, C4H10NO in total in a non-equilibrium geometry.

Values from the calculation:
**Total charge**: +1
**E_HOMO**: -15.038 eV
**Orbital gap**: 0.4102 Ha
**Energy relative to the best compared isomer or geometry (same formula, charge and spin)**: 3.041 eV
**Maximum force**: 0.0860 hartree/bohr

Geometry (Å):
C (1.31, -0.29, -0.40)
C (0.36, 0.22, 0.82)
C (-0.19, -0.35, -0.45)
C (0.25, -0.56, 2.08)
N (-0.85, 1.11, -1.74)
O (-1.05, -1.25, -0.85)
H (1.94, 0.38, -0.90)
H (1.75, -1.24, -0.24)
H (0.49, 1.24, 1.06)
H (-0.30, -1.41, 1.79)
H (-0.46, -0.04, 2.70)
H (1.23, -0.66, 2.48)
H (-0.18, 0.96, -2.46)
H (-0.51, 2.02, -1.29)
H (-1.80, 1.10, -2.05)
H (-2.01, -1.23, -0.55)